Density functional theory data (the ωB97M-V functional and the def2-TZVPD basis) for one molecule with the formula C3H9N3O.

```
16
Properties=species:S:1:pos:R:3:nbo_charge:R:1
C -0.409 -2.159 1.546 -0.45
C 0.946 1.769 -2.085 -0.41
N -0.920 -0.797 1.630 -0.31
N -0.142 1.170 -1.362 -0.64
C -0.011 0.635 -0.040 0.69
O -0.970 -0.291 0.178 -0.42
N 0.888 0.947 0.813 -0.80
H -1.926 -0.822 1.809 0.36
H -0.912 0.822 -1.918 0.39
H 0.572 0.513 1.694 0.37
H 0.650 -2.171 1.819 0.20
H -0.518 -2.602 0.550 0.21
H -0.944 -2.803 2.253 0.21
H 1.164 1.179 -2.981 0.18
H 0.667 2.777 -2.410 0.19
H 1.865 1.834 -1.496 0.23
```

The calculation puts the HOMO energy at -8.642 eV. The calculation puts the energy relative to the best compared isomer or geometry (same formula, charge and spin) at 278.75 kJ/mol. As for the frontier orbital gap: 9.5 eV.